[1]
{"formula": "C15H35N5O5", "method": "wB97M-V/def2-TZVPD", "symbols": ["C", "N", "C", "C", "O", "H", "H", "H", "H", "H", "H", "H", "C", "N", "C", "C", "O", "H", "H", "H", "H", "H", "H", "H", "C", "N", "C", "C", "O", "H", "H", "H", "H", "H", "H", "H", "C", "N", "C", "C", "O", "H", "H", "H", "H", "H", "H", "H", "C", "N", "C", "C", "O", "H", "H", "H", "H", "H", "H", "H"], "coordinates": [[0.857, -23.268, 28.627], [1.244, -22.518, 27.468], [0.707, -21.359, 27.062], [1.150, -20.827, 25.685], [-0.213, -20.750, 27.589], [-0.219, -23.231, 28.461], [1.060, -22.748, 29.563], [1.337, -24.225, 28.419], [2.172, -22.660, 27.097], [1.586, -19.858, 25.929], [0.271, -20.625, 25.073], [1.787, -21.483, 25.092], [6.134, -18.628, 28.950], [4.752, -18.206, 28.657], [4.291, -18.107, 27.413], [3.024, -17.374, 27.099], [4.842, -18.774, 26.533], [6.543, -18.059, 29.786], [6.670, -18.311, 28.056], [6.320, -19.690, 29.111], [4.085, -17.874, 29.339], [2.903, -16.498, 27.736], [2.095, -17.939, 27.171], [3.185, -16.951, 26.107], [5.618, -21.987, 27.581], [5.837, -23.416, 27.989], [5.311, -24.427, 27.277], [5.208, -25.659, 28.053], [4.826, -24.330, 26.150], [4.713, -21.954, 26.974], [6.341, -21.438, 26.978], [5.313, -21.467, 28.488], [6.095, -23.548, 28.957], [6.197, -26.091, 27.903], [4.452, -26.327, 27.641], [5.132, -25.478, 29.125], [9.112, -25.327, 30.406], [9.324, -23.953, 30.158], [8.509, -22.904, 30.603], [9.072, -21.534, 30.373], [7.392, -23.085, 31.054], [8.068, -25.631, 30.329], [9.607, -25.467, 31.367], [9.614, -26.056, 29.770], [10.112, -23.746, 29.563], [10.156, -21.642, 30.376], [8.780, -20.750, 31.071], [8.767, -21.275, 29.358], [6.092, -24.360, 22.533], [5.767, -25.485, 23.373], [5.670, -26.777, 22.991], [5.516, -27.748, 24.054], [5.722, -27.192, 21.862], [5.413, -23.538, 22.761], [5.885, -24.587, 21.487], [7.016, -23.882, 22.855], [5.607, -25.284, 24.350], [5.462, -28.734, 23.591], [4.665, -27.410, 24.644], [6.410, -27.823, 24.673]], "mulliken_charge": [-0.959, -0.088, 0.648, -0.717, -0.646, 0.303, 0.270, 0.386, 0.178, 0.027, 0.310, 0.283, -0.560, -0.179, 0.803, -1.198, -0.634, 0.372, 0.294, -0.028, 0.204, 0.424, 0.231, 0.297, -1.054, 0.010, 0.828, -1.240, -0.786, 0.238, 0.359, 0.308, 0.204, 0.268, 0.289, 0.467, -0.887, -0.183, 0.720, -1.060, -0.637, 0.229, 0.342, 0.342, 0.233, 0.389, 0.312, 0.223, -0.994, -0.017, 0.786, -0.964, -0.662, 0.312, 0.344, 0.301, 0.161, 0.299, 0.229, 0.269], "e_homo_ev": -9.0, "de_lowest_kj_mol": 167.5, "smiles": "CNC(C)=O.CNC(C)=O.CNC(C)=O.CNC(C)=O.CNC(C)=O", "max_force_ha_per_bohr": 0.062, "total_energy_ev": -33811.1677, "spin_multiplicity": 1, "homo_lumo_gap_ev": 9.2}



[2]
{"formula": "C15H36BeBr3CaClF2LiN2O6PSSi", "method": "wB97M-V/def2-TZVPD", "symbols": ["C", "C", "C", "C", "C", "C", "Si", "C", "N", "P", "O", "O", "S", "H", "H", "H", "H", "H", "H", "H", "H", "H", "H", "H", "H", "H", "H", "H", "H", "H", "H", "H", "H", "C", "C", "N", "H", "H", "H", "Be", "F", "C", "Br", "Br", "Br", "H", "F", "Cl", "C", "O", "C", "O", "O", "C", "H", "H", "H", "H", "H", "H", "Li", "Ca", "C", "C", "O", "H", "H", "H", "H", "H", "H"], "coordinates": [[-3.584, 1.153, 1.654], [-3.291, 0.159, 0.504], [-1.858, -0.417, 0.558], [-0.887, 0.341, -0.365], [-0.100, 1.465, 0.315], [0.757, 1.049, 1.522], [1.811, -0.502, 1.249], [3.644, -0.166, 1.643], [3.806, 0.636, 2.898], [1.340, -2.116, 2.661], [2.715, -2.958, 2.676], [1.116, -1.232, 3.980], [-0.164, -3.225, 2.213], [-4.503, 0.870, 2.153], [-2.759, 1.221, 2.357], [-3.739, 2.146, 1.237], [-3.444, 0.705, -0.428], [-4.011, -0.652, 0.480], [-1.532, -0.451, 1.591], [-1.936, -1.422, 0.149], [-0.256, -0.346, -0.926], [-1.516, 0.825, -1.120], [0.494, 1.959, -0.453], [-0.831, 2.198, 0.656], [0.194, 0.973, 2.449], [1.462, 1.878, 1.697], [1.790, -0.995, -0.107], [4.057, 0.321, 0.756], [4.163, -1.118, 1.849], [3.831, 1.610, 2.678], [2.979, 0.427, 3.477], [2.583, -3.687, 2.050], [0.487, -1.681, 4.559], [-2.233, -1.966, -3.415], [-0.948, -2.316, -2.809], [0.065, -2.593, -2.349], [-2.810, -2.845, -3.692], [-2.853, -1.375, -2.740], [-2.103, -1.386, -4.335], [5.034, -1.886, 0.167], [2.834, -2.112, 4.898], [1.781, -5.745, -4.360], [2.331, -7.133, -3.147], [2.919, -5.666, -5.912], [-0.086, -5.942, -4.845], [1.885, -4.796, -3.839], [2.186, -2.813, -3.505], [3.106, -2.206, -1.281], [3.425, 5.694, 4.240], [3.824, 6.411, 3.107], [3.534, 5.717, 1.995], [3.108, 4.564, 2.028], [3.832, 6.419, 0.954], [3.600, 5.787, -0.327], [3.738, 6.232, 5.130], [2.347, 5.546, 4.275], [3.934, 4.725, 4.212], [2.545, 5.555, -0.449], [4.206, 4.889, -0.424], [3.899, 6.503, -1.083], [-0.789, -0.450, -4.155], [4.531, 2.789, 3.797], [-7.308, -2.667, -3.284], [-6.278, -1.706, -2.727], [-5.209, -1.486, -3.663], [-6.845, -3.623, -3.529], [-8.109, -2.839, -2.567], [-7.745, -2.274, -4.204], [-5.829, -2.109, -1.820], [-6.740, -0.745, -2.485], [-5.598, -1.120, -4.463]], "mulliken_charge": [-1.272, -0.478, -0.416, -0.247, -1.359, -0.066, 0.619, -0.927, -0.534, 0.600, -0.468, -0.450, -0.327, 0.366, 0.272, 0.319, 0.237, 0.358, 0.439, 0.187, -0.041, 0.551, 0.355, 0.395, 0.606, 0.039, -0.495, 0.429, 0.104, 0.502, 0.299, 0.349, 0.332, -1.250, 0.087, 0.038, 0.268, 0.506, 0.362, 0.489, -0.790, 0.347, -0.023, -0.011, -0.072, -0.234, -0.677, -0.039, 0.295, -0.301, 0.863, -0.527, -0.294, -0.649, 0.334, 0.375, -0.826, 0.327, 0.301, 0.235, 0.916, 1.640, -1.183, -0.080, -0.488, 0.313, 0.338, 0.345, 0.252, 0.270, 0.264], "total_charge": 2, "e_homo_ev": -11.1, "max_force_ha_per_bohr": 0.067, "total_energy_ev": -306510.5871, "spin_multiplicity": 1, "homo_lumo_gap_ev": 2.6}



[3]
{"formula": "C15H36F9HfO25S6", "method": "wB97M-V/def2-TZVPD", "symbols": ["Hf", "C", "F", "F", "F", "S", "O", "O", "O", "C", "F", "F", "F", "S", "O", "O", "O", "C", "F", "F", "F", "S", "O", "O", "O", "O", "S", "O", "O", "C", "C", "C", "H", "H", "H", "H", "H", "H", "H", "H", "O", "S", "O", "O", "C", "C", "C", "H", "H", "H", "H", "H", "H", "H", "H", "O", "S", "O", "O", "C", "C", "C", "H", "H", "H", "H", "H", "H", "H", "H", "O", "H", "H", "O", "H", "H", "O", "H", "H", "O", "H", "H", "C", "C", "O", "C", "O", "O", "H", "H", "H", "H"], "coordinates": [[0.904, -1.714, 4.873], [-3.456, -3.048, 2.869], [-2.856, -3.597, 1.818], [-3.570, -1.732, 2.648], [-4.679, -3.486, 3.065], [-2.454, -3.429, 4.429], [-3.241, -2.990, 5.570], [-2.340, -4.859, 4.469], [-1.140, -2.720, 4.307], [3.566, -1.449, 0.668], [4.681, -1.798, 0.067], [3.543, -0.167, 0.944], [2.565, -1.745, -0.140], [3.412, -2.575, 2.228], [2.491, -1.974, 3.252], [2.847, -3.786, 1.700], [4.772, -2.701, 2.675], [-0.647, -1.421, 0.125], [-0.099, -2.602, 0.335], [-0.155, -0.876, -0.966], [-1.947, -1.586, -0.070], [-0.301, -0.274, 1.645], [0.781, 0.594, 1.231], [-1.558, 0.422, 1.849], [0.096, -1.096, 2.837], [-3.299, -6.432, -1.836], [-2.312, -5.640, -2.537], [-1.422, -6.210, -3.505], [-3.041, -4.362, -3.262], [-3.962, -3.586, -2.513], [-5.376, -4.171, -2.568], [-1.316, -4.797, -1.256], [-4.020, -2.607, -2.989], [-3.656, -3.434, -1.476], [-6.158, -3.570, -2.091], [-5.492, -5.186, -2.199], [-5.784, -4.100, -3.580], [-0.700, -5.584, -0.825], [-1.915, -4.311, -0.493], [-0.689, -4.059, -1.751], [0.172, 2.703, 3.380], [-0.091, 4.027, 2.839], [-0.827, 4.958, 3.666], [1.323, 4.771, 2.414], [2.406, 3.895, 2.131], [3.672, 4.769, 1.859], [-0.837, 3.996, 1.228], [2.219, 3.222, 1.291], [2.683, 3.233, 2.956], [3.946, 5.283, 2.781], [3.394, 5.550, 1.152], [4.527, 4.189, 1.526], [-0.244, 3.368, 0.564], [-0.807, 5.032, 0.906], [-1.861, 3.640, 1.336], [3.656, 3.221, -3.228], [3.222, 3.045, -1.876], [4.151, 2.906, -0.771], [2.157, 4.214, -1.449], [1.356, 4.750, -2.487], [0.531, 5.893, -1.901], [2.046, 1.642, -1.822], [0.734, 3.985, -2.958], [1.959, 5.155, -3.303], [-0.329, 6.217, -2.494], [1.064, 6.842, -1.823], [0.107, 5.660, -0.927], [1.436, 1.806, -2.706], [1.533, 1.569, -0.869], [2.656, 0.751, -1.963], [0.583, 0.570, 4.769], [0.157, 1.175, 5.404], [0.842, 1.148, 4.008], [-0.945, 2.130, -2.884], [-1.555, 2.747, -2.464], [-1.470, 1.336, -3.030], [-2.199, 0.507, 4.614], [-2.275, 0.682, 3.664], [-2.630, 1.262, 5.033], [-3.805, 2.094, 1.811], [-4.535, 1.472, 1.730], [-3.026, 1.600, 1.524], [1.664, -1.183, -3.938], [1.839, -2.708, -4.118], [2.993, -2.790, -4.906], [3.589, -1.594, -5.012], [4.568, -1.379, -5.641], [2.967, -0.685, -4.190], [1.296, -0.995, -2.931], [0.980, -0.699, -4.638], [0.980, -3.116, -4.650], [1.951, -3.204, -3.153]], "mulliken_charge": [1.637, 0.573, -0.219, -0.229, -0.182, 1.008, -0.621, -0.567, -0.960, 0.475, -0.203, -0.140, -0.080, 1.084, -1.094, -0.601, -0.606, 0.170, -0.131, -0.125, -0.167, 0.408, -0.094, -0.015, 1.774, -0.619, 1.291, -0.617, -0.352, 0.340, -1.274, -0.407, 0.294, -0.150, 0.382, 0.333, 0.330, 0.478, -0.103, 0.093, -0.662, 0.898, -0.673, -0.353, 0.758, -1.485, -0.538, -0.204, 0.174, 0.468, 0.294, 0.341, -0.075, 0.305, 0.402, -0.637, 1.174, -0.595, -0.142, -0.090, -0.888, -0.636, 0.188, 0.340, 0.425, 0.360, -0.062, 0.276, 0.026, 0.222, -0.497, 0.292, 0.499, -0.505, 0.262, 0.238, -0.613, 0.264, 0.327, -0.657, 0.302, 0.282, 0.827, -0.233, -0.353, 0.539, -0.509, -0.275, -0.777, 0.306, 0.287, 0.263], "total_charge": 1, "e_homo_ev": -12.7, "max_force_ha_per_bohr": 0.208, "total_energy_ev": -158088.3381, "spin_multiplicity": 1, "homo_lumo_gap_ev": 3.6}



Q: What is the formula in the third record?
A: C15H36F9HfO25S6